Record 1
A structure of composition C20H25F6N6O8S8Tl at a distorted geometry. Source: OMol25; level of theory: ωB97M-V/def2-TZVPD.

Positions of all 74 atoms, in Å:
Tl -1.24900 0.67706 -1.00513
F -5.97729 0.43117 -5.00899
C -5.50218 0.80920 -3.81443
F -6.06763 1.98579 -3.45695
F -5.83022 -0.08501 -2.88790
S -3.62800 1.11698 -3.86882
O -3.26077 1.31975 -2.45967
O -3.51345 2.23628 -4.77324
N -3.12452 -0.23306 -4.51711
S -2.31728 -1.34430 -3.69223
O -0.94242 -1.03034 -3.50236
O -2.96459 -1.87550 -2.47638
C -2.40158 -2.75330 -4.93894
F -1.69092 -2.51354 -6.03219
F -3.76761 -2.83167 -5.28759
F -1.95643 -3.93671 -4.42040
S -2.57175 1.72072 1.72244
C -1.87054 2.97500 2.47004
S -1.10146 3.13648 3.96490
C -1.67284 4.18229 1.72429
C -2.16512 4.45555 0.45873
N -2.58784 4.66294 -0.61840
C -1.09073 5.31225 2.26981
N -0.71053 6.40679 2.45832
C 0.76652 3.30199 -3.78674
C 1.69172 2.27801 -3.07985
S 1.88180 2.39786 -1.33455
C 3.20570 3.58289 -1.21440
C 2.93735 4.98388 -1.68880
S 1.34189 5.57555 -0.99357
C 0.94309 6.71444 -2.34740
C 0.03231 6.03625 -3.31603
S -0.26564 4.36141 -2.72056
H 0.06663 2.71400 -4.37664
H 1.33294 3.99836 -4.35971
H 2.76556 2.40447 -3.48105
H 1.35239 1.23481 -3.32347
H 4.14602 3.16842 -1.69435
H 3.60653 3.67441 -0.14902
H 2.90924 5.03583 -2.84753
H 3.65072 5.69494 -1.24393
H 1.88885 6.99568 -2.83942
H 0.52120 7.59970 -1.88098
H 0.45123 5.97394 -4.35574
H -0.97485 6.48519 -3.23694
C 2.62080 -6.15624 6.89360
C 1.85810 -5.95647 5.65315
S 0.89634 -4.39675 5.54538
O 1.88370 -3.34484 5.39069
O -0.02067 -4.37706 6.67091
C -0.08097 -4.55017 4.00973
C 0.48369 -4.66650 2.60578
N 0.93585 -3.40406 2.02208
C 0.13906 -2.43220 1.47761
N 0.84973 -1.37874 1.06227
C 2.15161 -1.67251 1.25186
C 2.28304 -3.00312 1.73131
N 3.45316 -3.73441 1.98133
O 4.55411 -3.16727 1.84324
O 3.30097 -4.85510 2.58065
C -1.32276 -2.53839 1.35640
H 1.98441 -6.00975 7.74599
H 3.48135 -5.50241 6.95210
H 2.96943 -7.18169 6.91233
H 1.08178 -6.77316 5.60863
H 2.54579 -5.84870 4.75740
H -0.78407 -3.70611 3.97213
H -0.67860 -5.45387 4.32734
H -0.25320 -5.12758 1.94520
H 1.40162 -5.31489 2.64159
H 2.98294 -1.06602 1.09074
H -1.72385 -3.33793 1.96149
H -1.59722 -2.57965 0.31164
H -1.68261 -1.50125 1.66033

The energy is -5664.396764 Ha. As for the charge: 0. The highest occupied orbital energy (spin up / spin down) comes out at -0.2826 / -0.2909 Ha. The calculation puts the energy above the lowest of the compared OMol25 structures with the same formula, charge and spin at 106.4 kcal per mole. Its LUMO energy (spin up / spin down) is -0.085 / -0.146 Ha. The HOMO-LUMO gap (spin up / spin down) is 0.197 / 0.145 hartree.

***

Record 2
An isolated molecule of C3H6N2O2 at a distorted geometry. Source: OMol25; level of theory: ωB97M-V/def2-TZVPD.

Positions of all 13 atoms, in Å:
N 1.45335 1.26393 0.36912
C 1.41097 0.06587 -0.27011
O 2.30703 -0.74989 -0.24453
C 0.11589 -0.29121 -0.97159
N -0.77261 -0.91806 0.03563
C -1.90319 -0.28975 0.48405
O -2.19780 -0.19627 1.65608
H 2.21100 1.37632 1.02310
H 0.58243 1.73097 0.55989
H 0.28734 -1.02253 -1.75722
H -0.47030 0.52977 -1.39052
H -0.34484 -1.49141 0.74965
H -2.67926 -0.00774 -0.24355

Its SMILES is NC(=O)CNC=O. The energy is -377.918230 Ha. As for the charge: 0. The highest occupied orbital energy comes out at -0.3659 Ha. The calculation puts the energy above the lowest of the compared OMol25 structures with the same formula, charge and spin at 25.8 kcal per mole. Its LUMO energy is 0.026 Ha. The HOMO-LUMO gap is 0.392 hartree.

***

Record 3
An isolated molecule of C22H32N6O6. Source: OMol25; level of theory: ωB97M-V/def2-TZVPD.

Positions of all 66 atoms, in Å:
C -0.68181 -0.63002 -2.53889
C -1.22835 -1.47290 -1.40239
O -2.64907 -1.32173 -1.37649
C -3.28190 -2.07402 -0.44938
O -2.71856 -2.83648 0.29323
N -4.63916 -1.92426 -0.49396
C -5.28700 -0.87707 -1.25425
C -5.83498 0.17818 -0.26041
N -5.10840 0.08122 0.98644
C -3.79984 0.51085 1.15400
O -3.16230 0.20063 2.13711
N -3.32981 1.35148 0.17668
C -2.04274 1.87372 0.04671
C -1.01033 1.61093 0.94315
C 0.24496 2.14507 0.73367
C 0.50975 2.94074 -0.37775
N 1.77608 3.49158 -0.61892
C 2.98289 3.11408 -0.05181
O 3.79170 3.95176 0.29677
N 3.21624 1.77244 0.05843
C 2.64352 0.75344 -0.79635
C 2.38293 -0.51638 0.02054
N 3.60046 -0.93046 0.68150
C 4.27544 -2.00834 0.21255
O 3.84557 -2.75382 -0.63694
O 5.45988 -2.17852 0.84214
C 6.21547 -3.32017 0.44212
C 7.00574 -3.05425 -0.83140
C 4.18004 0.09295 1.52212
C 4.45171 1.34668 0.68645
C -0.52887 3.22241 -1.26191
C -1.78596 2.69349 -1.05223
C -5.44955 -1.15007 1.68031
C -5.38982 -2.33261 0.67692
H 0.38885 -0.78877 -2.62340
H -1.15612 -0.91516 -3.47443
H -0.87357 0.42416 -2.35391
H -0.82305 -1.15100 -0.43690
H -0.98829 -2.53244 -1.53863
H -6.10470 -1.31656 -1.83597
H -4.55847 -0.44912 -1.94111
H -5.80188 1.18719 -0.67432
H -6.88144 -0.03457 -0.02379
H -3.93903 1.58444 -0.59057
H -1.20430 0.99949 1.80786
H 1.03089 1.95897 1.44867
H 1.77362 4.46825 -0.88306
H 1.71969 1.10635 -1.24866
H 3.36026 0.51396 -1.59614
H 2.05853 -1.33039 -0.62859
H 1.61663 -0.32670 0.77728
H 6.88094 -3.52288 1.28402
H 5.53416 -4.16371 0.29266
H 7.62034 -3.91859 -1.06584
H 7.64722 -2.18527 -0.70342
H 6.32159 -2.87406 -1.65679
H 5.10213 -0.27982 1.96332
H 3.46591 0.32752 2.31848
H 4.81714 2.16522 1.30736
H 5.20714 1.11925 -0.07795
H -0.34518 3.85784 -2.11563
H -2.58024 2.91880 -1.75114
H -4.71948 -1.28040 2.47921
H -6.44821 -1.05408 2.11456
H -6.38933 -2.62852 0.34893
H -4.88438 -3.18999 1.11904

Its SMILES is CCOC(=O)N1CCN(C(=O)Nc2ccc(NC(=O)N3CCN(C(=O)OCC)CC3)cc2)CC1. The energy is -1637.619228 Ha. As for the charge: 0. The highest occupied orbital energy comes out at -0.2954 Ha. The calculation puts the energy above the lowest of the compared OMol25 structures with the same formula, charge and spin at 2.5 kcal per mole. Its LUMO energy is 0.018 Ha. The HOMO-LUMO gap is 0.313 hartree.

***

Record 4
A structure of composition C18H13N4OPdS2. Source: OMol25; level of theory: ωB97M-V/def2-TZVPD.

Positions of all 39 atoms, in Å:
Pd -0.28894 0.01123 -0.31253
O -0.84310 -0.62408 2.22631
N -0.55653 -1.87967 2.34792
C 0.03704 -2.30225 3.48989
C 0.38513 -3.61085 3.71227
C 0.12145 -4.53980 2.69997
C -0.46145 -4.10439 1.53644
C -0.82020 -2.75588 1.29966
S -1.52289 -2.18207 -0.13992
H 0.20278 -1.50062 4.19383
H 0.86033 -3.88240 4.64553
H 0.38330 -5.58464 2.82149
H -0.66101 -4.78769 0.72159
S -1.93258 4.09048 -2.18283
C -0.84471 2.72764 -1.96643
N -1.07740 1.95733 -0.96729
C -2.19162 2.43046 -0.24803
C -2.69596 1.81083 0.89274
C -3.79965 2.37816 1.50000
C -4.40126 3.53594 0.98204
C -3.90789 4.14809 -0.15144
C -2.78554 3.58001 -0.76422
H -0.02792 2.56785 -2.65768
H -2.21058 0.89849 1.24017
H -4.20969 1.91248 2.38775
H -5.27057 3.95481 1.47650
H -4.37566 5.03842 -0.55334
N 5.03747 3.63422 -2.08682
C 4.57296 2.59270 -1.83066
C 4.04597 1.32852 -1.53044
C 4.80115 0.09676 -1.71275
C 4.16757 -1.08679 -1.39158
C 2.86338 -1.11390 -0.91282
N 2.13536 0.05732 -0.72735
C 2.71868 1.18382 -1.02119
H 5.81688 0.12178 -2.08535
H 4.69384 -2.03007 -1.51382
H 2.34740 -2.03294 -0.67531
H 2.12439 2.08232 -0.85504

The spin multiplicity is 2. The energy is -1912.150379 Ha. As for the charge: -2. The highest occupied orbital energy (spin up / spin down) comes out at 0.0489 / 0.0134 Ha. The calculation puts the energy above the lowest of the compared OMol25 structures with the same formula, charge and spin at 27.7 kcal per mole. Its LUMO energy (spin up / spin down) is 0.156 / 0.156 Ha. The HOMO-LUMO gap (spin up / spin down) is 0.107 / 0.143 hartree.

***

Record 5
A structure of composition C32H39BrGaN5O9Si at a distorted geometry. Source: OMol25; level of theory: ωB97M-V/def2-TZVPD.

Positions of all 88 atoms, in Å:
Ga 1.13283 1.82350 -0.41453
O -0.65324 1.82819 3.79262
C -0.64412 3.17652 3.96953
C -1.09366 3.75173 5.15410
C -1.12182 5.12721 5.30046
C -0.68840 5.95033 4.27112
C -0.25199 5.38372 3.08706
C -0.22729 4.00058 2.91995
C 0.14646 3.43996 1.59945
O 0.79077 2.35458 1.51182
N -0.30433 4.15438 0.55387
N -0.02327 3.50875 -0.57735
C -0.29859 3.95046 -1.73989
C 0.07437 3.08112 -2.85223
C -0.20027 3.38037 -4.17841
C 0.17299 2.47724 -5.16017
C 0.78488 1.28775 -4.79340
C 1.02191 1.05310 -3.44991
N 0.68635 1.93537 -2.51355
H -0.96962 1.40390 4.59696
H -1.44219 3.11035 5.95688
H -1.48365 5.55739 6.22553
H -0.71150 7.02580 4.38188
H 0.08689 6.00221 2.26821
H -0.78742 4.90564 -1.89465
H -0.70268 4.30502 -4.42814
H -0.02536 2.69398 -6.20161
H 1.07410 0.55156 -5.52926
H 1.48035 0.13621 -3.09904
O 4.47239 3.69539 0.52809
C 3.82098 2.82362 -0.00360
O 2.62617 2.99769 -0.49535
C 4.42521 1.45629 -0.22638
C 5.79222 1.33456 -0.13466
C 6.42338 0.15061 -0.49339
C 5.70144 -0.88521 -1.03976
C 4.32932 -0.77401 -1.14054
C 3.62463 0.35401 -0.62733
O 2.33203 0.32161 -0.50732
N 3.63985 -1.83583 -1.85570
O 4.13848 -2.94649 -1.86285
O 2.61437 -1.55964 -2.45629
N 7.86823 0.01996 -0.35815
O 8.47814 0.94695 0.13672
O 8.38372 -1.01373 -0.74510
H 6.36615 2.18208 0.21354
H 6.19425 -1.76886 -1.41655
C -4.10434 -3.15242 -1.46817
C -2.99284 -2.08861 -1.52278
C -2.11992 -2.33562 -2.76260
C -3.63741 -0.70472 -1.71741
Si -1.94306 -2.20091 0.07449
Br -0.67075 0.17191 -0.09802
C -2.84306 -1.93093 1.74004
C -3.94919 -0.87315 1.60436
C -3.48241 -3.26036 2.18011
C -1.88956 -1.44121 2.84519
C -0.49538 -3.44416 0.05808
C 0.22961 -3.47757 1.41185
C 0.55587 -3.08326 -1.00050
C -1.04632 -4.85380 -0.23100
H -4.63475 -3.15890 -2.42375
H -4.82965 -2.93434 -0.68150
H -3.70598 -4.15532 -1.29566
H -2.72216 -2.16118 -3.65866
H -1.74788 -3.35907 -2.80674
H -1.27340 -1.64694 -2.78388
H -4.26476 -0.73656 -2.61267
H -2.87058 0.05699 -1.85555
H -4.25901 -0.40422 -0.87847
H -4.73909 -1.19519 0.92489
H -3.53780 0.07649 1.25764
H -4.40489 -0.71272 2.58517
H -4.19825 -3.63058 1.44216
H -4.01463 -3.10302 3.12170
H -2.73279 -4.03792 2.34235
H -1.36661 -0.53308 2.54228
H -1.15322 -2.19165 3.11789
H -2.48067 -1.21694 3.73850
H 0.58561 -2.48685 1.69940
H 1.09727 -4.13635 1.32491
H -0.40674 -3.87482 2.20404
H 0.90559 -2.06025 -0.86868
H 0.18854 -3.18179 -2.01820
H 1.41440 -3.75227 -0.89607
H -1.79402 -5.15797 0.50661
H -0.21942 -5.56711 -0.19228
H -1.49979 -4.91955 -1.22177

The energy is -6982.007522 Ha. As for the charge: 0. The highest occupied orbital energy comes out at -0.3108 Ha. The calculation puts the energy above the lowest of the compared OMol25 structures with the same formula, charge and spin at 18.1 kcal per mole. Its LUMO energy is -0.035 Ha. The HOMO-LUMO gap is 0.275 hartree.

***

Record 6
An isolated molecule of C10H23NS at a distorted geometry. Source: OMol25; level of theory: ωB97M-V/def2-TZVPD.

Positions of all 35 atoms, in Å:
C 3.45950 1.85504 0.53946
S 2.97574 0.37982 -0.02157
C 4.33114 -0.66784 -0.07594
C 2.77282 0.59395 -1.75165
N 1.21462 -0.84153 0.25933
C 1.52545 -1.40848 1.53624
C 0.13637 0.18934 0.41832
C -1.07465 -0.54853 -0.22761
C -2.48181 0.03685 -0.23367
C -3.12634 -0.30329 1.11936
C -3.32842 -0.53184 -1.39426
C -2.61039 1.51926 -0.31780
H 2.78444 2.51740 0.27759
H 3.94003 2.01009 1.60917
H 4.11187 -1.75568 -0.20193
H 4.95943 -0.37532 0.79659
H 2.86646 1.66779 -2.05887
H 3.46077 -0.15101 -2.10788
H 1.73881 0.28294 -2.05253
H 1.94757 -2.40325 1.42498
H 2.08637 -0.75836 2.10200
H 0.56507 -1.63994 2.06453
H 0.12731 0.49236 1.45631
H 0.34978 0.98782 -0.35556
H -1.17337 -1.48149 0.26828
H -0.72213 -0.78600 -1.29654
H -3.95652 0.26119 1.38022
H -2.45851 -0.00906 1.97427
H -3.35832 -1.27992 1.39064
H -2.94584 -0.07140 -2.35894
H -3.44952 -1.56004 -1.32222
H -4.25505 -0.10561 -1.14076
H -2.28385 1.83371 -1.35468
H -1.95203 1.86036 0.37610
H -3.64872 1.93103 -0.09166

Its SMILES is C=S(=C)(C)N(C)CCC(C)(C)C. The energy is -847.453038 Ha. As for the charge: 0. The highest occupied orbital energy (spin up / spin down) comes out at -0.2726 / -0.2726 Ha. Its LUMO energy (spin up / spin down) is 0.000 / 0.000 Ha. The HOMO-LUMO gap (spin up / spin down) is 0.273 / 0.273 hartree.